72
Properties=species:S:1:pos:R:3:forces:R:3 method="wB97M-V/def2-TZVPD" fmax_ev_per_a=0.920 e_tot_ha=-4964.4327 multiplicity=5 e_homo_ev="-9.76 / -10.24" homo_lumo_gap_ha="0.279 / 0.162" e_above_lowest_ev=0.7916 lumo_energy_ev="-2.18 / -5.84" total_charge=+1
Ir 0.42538 0.51284 0.03788 0.43 -0.44 0.03
F -6.29648 -1.64977 -2.11825 -0.23 -0.09 -0.01
C -5.04525 -1.26800 -2.14522 0.24 0.09 0.01
C -4.26010 -1.37317 -1.00409 0.14 0.05 -0.05
F -4.76661 -1.86737 0.11542 -0.10 -0.03 0.05
C -2.95490 -0.93689 -1.03211 -0.10 0.08 0.10
F -2.28118 -1.00979 0.10115 0.31 -0.03 0.28
C -2.35926 -0.40183 -2.18583 0.46 0.10 -0.22
S -0.74271 0.19105 -2.30235 -0.56 -0.28 0.58
C -3.18177 -0.33420 -3.32739 -0.10 -0.03 0.05
F -2.69303 0.16482 -4.44419 0.01 0.06 -0.19
C -4.50055 -0.73555 -3.30731 0.10 0.06 -0.08
F -5.25384 -0.60461 -4.38444 -0.10 -0.05 -0.13
C 1.46264 -6.46985 -1.61602 -0.11 -0.08 0.02
O 2.65796 -5.77709 -1.93641 0.05 -0.05 -0.03
C 2.70000 -4.45417 -1.74651 -0.02 0.36 0.07
C 3.92286 -3.83433 -2.10756 0.20 -0.06 -0.07
C 4.05980 -2.49083 -1.97277 0.10 -0.23 -0.15
C 3.03683 -1.67175 -1.43046 -0.54 0.31 0.27
C 3.23908 -0.26663 -1.30178 0.26 -0.70 -0.16
C 4.43496 0.37036 -1.96767 -0.08 0.21 0.16
O 2.49871 0.52410 -0.66022 -0.60 0.68 0.14
C 1.80659 -2.30023 -1.01475 0.43 0.03 -0.16
O 0.82490 -1.68314 -0.46726 -0.32 0.03 0.00
C 1.67044 -3.69867 -1.23728 -0.23 -0.02 0.08
H 1.68138 -7.52373 -1.75735 0.00 0.01 -0.01
H 0.64804 -6.17519 -2.28135 0.02 0.04 0.01
H 1.16801 -6.29713 -0.57861 0.04 0.00 0.00
H 4.71978 -4.45895 -2.48627 0.00 0.04 -0.03
H 4.99673 -2.04198 -2.27289 -0.01 0.01 0.02
H 4.52706 0.05318 -3.00453 0.02 -0.03 0.01
H 5.35249 0.10561 -1.44032 0.01 -0.03 -0.02
H 4.31466 1.45028 -1.92804 0.03 -0.01 0.01
H 0.71582 -4.13204 -0.97132 0.04 -0.01 0.01
C 1.32948 4.73256 0.27673 -0.07 -0.12 0.02
C -0.02759 4.31539 -0.28174 0.18 -0.08 0.10
As -0.74317 2.69413 0.57055 -0.04 0.47 -0.02
C -2.62922 2.86289 0.01628 0.07 -0.19 -0.08
C -2.79313 3.16129 -1.47460 0.09 0.01 0.13
C -0.77118 3.22321 2.46897 0.00 -0.12 -0.07
C -1.84029 4.24027 2.85159 0.06 -0.02 -0.11
H 1.73112 5.56887 -0.29410 0.01 0.00 0.00
H 2.04905 3.91245 0.22439 0.02 0.01 -0.01
H 1.24819 5.05206 1.31554 0.05 0.02 0.00
H 0.05470 4.10073 -1.34775 -0.09 -0.02 0.00
H -0.75856 5.11573 -0.15237 -0.06 -0.05 -0.02
H -3.06570 3.67515 0.59556 0.04 -0.04 0.08
H -3.15195 1.94481 0.29311 0.04 -0.01 0.03
H -2.48472 4.18029 -1.70349 -0.01 0.00 -0.03
H -3.83793 3.05689 -1.76919 0.01 0.01 0.00
H -2.19808 2.49369 -2.09567 0.00 -0.05 -0.09
H 0.22446 3.62384 2.66618 0.04 -0.07 -0.02
H -0.85943 2.31723 3.06854 0.03 0.00 -0.05
H -1.82102 5.11391 2.19732 -0.03 0.01 0.02
H -1.67290 4.59171 3.86941 0.00 -0.01 0.01
H -2.83808 3.80401 2.81362 -0.01 0.04 0.01
C 2.25062 0.98329 3.36244 0.09 0.04 -0.05
O 0.93169 0.41963 3.41265 -0.10 -0.08 -0.20
P 0.47124 -0.62722 2.28267 0.12 0.00 0.31
O -0.85425 -1.22071 2.93766 0.01 -0.02 -0.17
C -2.01434 -0.42874 3.20929 0.00 0.04 0.00
O 1.50671 -1.79757 2.56221 -0.12 0.28 -0.22
C 1.33271 -3.16632 2.15995 -0.06 -0.21 0.01
H 2.34175 1.64767 4.21677 -0.04 0.02 -0.03
H 2.40049 1.54791 2.43682 -0.02 -0.01 0.01
H 3.00030 0.19637 3.43420 -0.02 0.00 -0.01
H -2.87592 -1.08801 3.15033 0.01 0.01 -0.02
H -2.12678 0.38106 2.48424 0.00 -0.03 -0.06
H -1.93511 -0.01117 4.21205 0.01 0.02 -0.02
H 1.25312 -3.77268 3.06040 0.00 0.07 0.02
H 2.20760 -3.46837 1.59071 -0.02 0.05 -0.04
H 0.43770 -3.29160 1.55485 0.03 0.03 -0.04

=====

102
Properties=species:S:1:pos:R:3:forces:R:3 method="wB97M-V/def2-TZVPD" fmax_ev_per_a=4.540 e_tot_ha=-102361.4056 multiplicity=1 e_homo_ev=-11.02 homo_lumo_gap_ha=0.244 lumo_energy_ev=-4.39 total_charge=+1
C -0.78590 -4.12672 -0.82150 -0.44 1.70 0.32
C -0.35502 -2.86759 -1.71282 -0.03 -0.34 0.26
C 0.40860 -1.76372 -0.85397 -0.25 -1.16 -0.09
C -0.63899 -1.07116 0.11526 -0.04 -0.10 -0.14
C -1.12040 0.38450 -0.36282 1.00 -2.81 1.49
C -0.16071 -1.07927 1.61422 0.85 1.45 -0.74
N -0.77580 -1.93519 2.43916 1.08 1.43 -1.33
N -0.39265 -1.91596 3.68931 1.14 0.53 2.85
C 0.53622 -1.13893 4.31450 0.93 1.57 -2.77
C 1.29775 -0.15972 3.48450 -2.02 -2.71 -0.56
P 2.61632 0.96100 4.24194 1.18 1.39 -0.18
O 4.03211 0.08948 4.45386 -2.38 -0.27 -0.34
Cl 1.98167 1.39376 6.22223 0.04 -0.97 -0.98
C 0.93493 -0.10510 2.03509 -0.08 -1.27 2.52
C 1.63548 0.88781 1.06672 -0.14 0.69 0.26
C 1.00508 2.34821 1.33343 -0.64 0.16 0.66
N -0.19516 2.25431 2.20933 0.53 -0.24 -0.44
H -1.90027 -4.23541 -0.92247 1.19 -0.34 0.13
H -0.23677 -5.06075 -1.08710 -0.53 0.81 0.30
H -0.61082 -3.80974 0.24823 -0.04 -0.81 -0.88
H -1.29112 -2.41522 -2.14806 1.02 -0.37 0.23
H 0.27522 -3.26838 -2.54360 -0.45 0.74 0.57
H 0.95253 -1.04045 -1.51931 -0.57 -0.51 0.71
H 1.16991 -2.34204 -0.25376 -0.53 0.75 -0.54
H -1.57229 -1.70497 0.05937 1.01 0.56 0.47
H -1.58116 0.83711 0.54615 0.80 -0.58 -0.86
H -0.29247 1.00359 -0.78260 -0.81 -0.53 0.34
H -1.94132 0.22163 -1.10042 1.10 -0.28 0.45
H -0.87386 -2.57771 4.30673 -0.04 0.16 -0.57
H 0.71375 -1.24138 5.41426 -0.40 -0.08 -1.18
H 3.82719 -0.86531 4.49041 0.54 0.04 0.19
H 1.52212 0.62094 -0.01059 0.02 -0.11 1.09
H 2.73662 1.00607 1.26452 -1.05 -0.61 0.01
H 0.66243 2.83754 0.38581 0.88 -0.45 0.63
H 1.73869 2.98400 1.90413 -0.45 -0.65 -1.08
H -0.06023 2.77757 3.06805 -0.37 0.04 -0.29
H -1.03591 2.54249 1.71571 0.20 0.23 0.43
C -1.07694 -6.66409 -4.05904 -0.08 -0.02 0.01
Br 0.50751 -5.55609 -4.06820 -0.40 -0.17 -0.20
Br -2.59901 -5.75906 -3.26777 0.07 -0.18 -0.33
Br -1.48712 -7.33991 -5.82046 0.13 0.26 0.15
H -0.85897 -7.52226 -3.43279 -0.07 0.09 -0.10
C 6.60488 -2.55842 4.84690 0.35 0.15 0.13
Br 8.04441 -3.32889 3.81342 -0.28 0.07 0.11
Br 4.88469 -3.29478 4.33572 0.03 0.03 0.02
Br 6.91582 -2.71569 6.74753 -0.11 -0.03 -0.32
H 6.57790 -1.49867 4.61576 -0.06 -0.14 0.02
C -1.37908 1.47031 -4.78850 0.05 0.32 -0.35
Br -1.59438 2.91639 -3.51532 0.73 -0.20 -1.87
Br -0.50553 2.05740 -6.41235 -0.08 -0.14 0.23
Br -0.48075 -0.05199 -4.00312 -0.10 0.17 -0.07
H -2.37509 1.14163 -5.06523 0.13 0.04 0.07
C -2.69336 3.11491 5.96865 -0.24 0.30 0.26
Br -1.55857 1.68685 5.33436 -0.08 0.09 -0.02
Br -1.92644 4.02083 7.49488 -0.04 -0.17 -0.27
Br -3.16090 4.35071 4.55454 0.13 -0.34 0.62
H -3.61694 2.65494 6.30311 0.13 0.05 -0.06
C -3.73239 3.69381 -0.14320 -0.19 0.16 -0.40
Br -2.55402 2.32534 -0.87607 -2.88 3.02 1.80
Br -2.96450 4.61880 1.37403 0.07 -0.13 -0.72
Br -4.30527 4.92994 -1.52028 0.04 -0.13 0.19
H -4.62035 3.19070 0.22421 0.13 0.03 -0.09
C 2.04007 -9.76684 -4.77634 0.00 -0.07 -0.17
Br 2.43288 -8.49329 -6.17811 -0.08 -0.13 0.23
Br 1.48770 -8.88451 -3.14460 0.17 -0.29 -0.09
Br 0.75095 -11.09090 -5.34550 0.13 0.25 0.09
H 2.96225 -10.29307 -4.55610 -0.13 0.08 0.01
C -5.75411 -3.08908 -1.66287 -0.13 -0.13 -0.01
Br -4.26708 -1.84575 -1.69632 -0.09 -0.13 -0.01
Br -5.88873 -4.08602 -3.31337 0.06 0.17 0.27
Br -5.67839 -4.25675 -0.12344 0.08 0.16 -0.24
H -6.65954 -2.49919 -1.57156 0.15 -0.04 -0.01
C -2.41608 8.87257 0.12720 -0.09 -0.10 0.04
Br -1.89072 8.75509 1.98637 0.55 -0.95 -0.50
Br -1.44604 7.60921 -0.97130 -0.09 0.15 0.13
Br -4.32993 8.69495 -0.09302 0.27 -0.03 0.04
H -2.14720 9.86472 -0.21719 -0.02 -0.12 0.06
C 4.09673 -4.04807 -6.05681 0.01 0.03 -0.14
Br 4.44753 -2.15968 -6.28104 -0.10 -0.27 0.06
Br 3.65028 -4.48166 -4.22355 0.20 0.12 -0.16
Br 2.74919 -4.68091 -7.29093 0.16 0.12 0.21
H 5.01602 -4.57306 -6.29210 -0.12 0.06 0.07
C -3.12251 12.61616 1.52822 -0.15 0.10 0.07
Br -3.69017 11.20313 2.72616 -0.44 1.07 0.02
Br -1.38993 12.25461 0.74627 -0.28 0.05 -0.06
Br -4.45570 12.99166 0.17899 0.21 -0.13 0.18
H -3.01432 13.51407 2.12784 0.05 -0.12 -0.08
C 9.50775 -3.16280 -0.12700 -0.01 0.07 -0.01
Br 10.70491 -2.08622 -1.19745 -0.16 -0.20 0.15
Br 8.33927 -4.24659 -1.22383 0.17 0.12 0.14
Br 10.46791 -4.22991 1.17006 -0.10 0.11 -0.18
H 8.87662 -2.47871 0.42979 0.08 -0.10 -0.06
C 0.16536 12.97472 4.42753 -0.03 -0.05 0.02
Br 1.04584 13.45321 6.08097 -0.10 -0.05 -0.28
Br -0.28764 14.53866 3.37785 0.12 -0.14 0.24
Br 1.19936 11.69274 3.40891 -0.08 0.20 0.20
H -0.76799 12.48977 4.69323 0.12 0.06 -0.06
C -4.97094 -8.95762 -4.37031 0.01 0.08 -0.03
Br -6.20969 -9.12400 -2.89387 0.17 0.01 -0.20
Br -3.33888 -9.94550 -4.05361 -0.25 -0.01 0.07
Br -5.78822 -9.44388 -6.05396 0.13 0.04 0.26
H -4.69811 -7.90928 -4.43987 0.00 -0.14 0.02

=====

67
Properties=species:S:1:pos:R:3:forces:R:3 method="wB97M-V/def2-TZVPD" fmax_ev_per_a=0.124 e_tot_ha=-4623.7549 multiplicity=1 e_homo_ev=-10.32 homo_lumo_gap_ha=0.272 e_above_lowest_ev=0.0000 lumo_energy_ev=-2.92 total_charge=+1
Y 1.54657 -0.15006 -0.69802 -0.11 -0.03 0.06
C 0.60027 -1.11530 2.46072 0.00 -0.01 -0.02
N 0.64086 0.12633 1.66560 -0.01 0.00 -0.02
C -0.73008 0.67575 1.62802 -0.02 -0.01 0.01
C 1.55482 1.07041 2.33663 -0.02 -0.01 0.04
C 1.77388 2.32253 1.51839 0.00 0.02 -0.04
N 2.42696 2.02977 0.22433 0.03 -0.01 -0.01
C 2.16391 3.14195 -0.70776 0.00 0.01 0.01
C 3.88193 1.89064 0.41515 0.00 0.00 -0.01
H 0.18516 -0.91809 3.45503 0.00 0.00 0.00
H 1.60291 -1.52407 2.55974 0.00 0.00 0.01
H -0.03491 -1.84699 1.96362 -0.01 0.00 0.00
H -1.04724 0.98095 2.63174 0.01 0.00 0.01
H -1.41380 -0.09499 1.27758 0.00 0.00 0.00
H -0.80095 1.51959 0.94519 0.00 0.00 0.00
H 2.50145 0.55237 2.50517 0.00 0.00 0.00
H 1.15434 1.34239 3.32158 0.01 0.00 0.00
H 2.37440 3.04107 2.08792 0.00 0.00 0.00
H 0.81964 2.80320 1.30710 0.00 0.01 0.01
H 2.51770 4.09018 -0.28844 0.00 0.00 0.00
H 1.09638 3.20155 -0.91062 0.00 0.00 0.00
H 2.68354 2.96050 -1.64590 0.00 0.00 0.00
H 4.31340 2.81886 0.80558 0.00 0.00 0.00
H 4.35065 1.66236 -0.54228 0.00 0.00 0.00
H 4.10420 1.07851 1.10593 0.00 0.00 0.00
Br -3.02559 -0.60516 4.70791 0.01 0.00 -0.01
C -3.91816 -0.83870 3.05352 0.00 0.00 0.00
C -4.16220 0.26632 2.25247 -0.01 0.01 0.00
C -4.77107 0.09312 1.02024 0.00 -0.01 0.00
C -5.14312 -1.18129 0.60782 -0.02 0.02 0.02
C -4.97120 -2.26745 1.45336 -0.01 0.00 0.00
C -4.33098 -2.10478 2.67259 0.00 0.01 0.00
N -5.82137 -1.40482 -0.64409 0.03 -0.03 -0.02
N -5.28497 -1.10447 -1.71753 -0.03 0.03 0.02
C -3.93505 -0.59950 -1.72250 0.02 0.01 -0.02
C -3.69381 0.66699 -2.17237 -0.01 -0.01 0.00
C -2.40222 1.22781 -2.13151 0.00 0.01 0.00
C -1.33234 0.50137 -1.66436 0.02 -0.02 0.00
O -0.09738 0.96709 -1.55215 0.03 0.02 0.02
C -1.56359 -0.85789 -1.27982 0.00 0.03 -0.02
N -0.47091 -1.56694 -0.86222 0.03 0.01 -0.03
C -0.62268 -2.83728 -0.54854 -0.01 0.00 0.00
C -1.85798 -3.49725 -0.61411 0.00 0.01 0.00
C -2.96640 -2.79176 -0.99307 0.00 -0.01 0.00
C -2.85073 -1.42447 -1.32506 0.01 -0.03 0.01
H -3.88170 1.25541 2.58858 0.00 0.00 0.00
H -4.96453 0.94784 0.38733 0.00 0.00 0.00
H -5.33161 -3.24234 1.15052 0.00 0.00 0.00
H -4.17074 -2.95103 3.32597 0.00 0.00 0.00
H -4.52561 1.26292 -2.52743 0.00 0.00 0.00
H -2.24042 2.24492 -2.46316 0.00 0.00 0.00
H 0.26839 -3.37413 -0.24371 0.00 0.00 0.00
H -1.91450 -4.54787 -0.36852 0.00 0.00 0.00
H -3.93006 -3.27968 -1.06075 0.01 0.00 0.00
Cl 2.68217 -2.53451 -1.52240 0.01 0.00 0.00
C 3.04850 -1.87983 0.20309 0.03 -0.01 0.02
H 4.13909 -1.84610 0.22807 0.00 0.01 0.00
H 2.74078 -2.70871 0.84177 0.01 0.00 0.00
C 5.37420 -0.41476 -2.62111 0.01 0.00 -0.01
Te 3.49480 0.30388 -3.31316 -0.01 0.00 -0.04
C 4.19577 2.27753 -3.69843 0.00 0.00 0.00
H 5.72179 0.17519 -1.77731 0.00 0.00 0.00
H 6.08418 -0.35522 -3.44093 0.00 0.00 0.00
H 5.23887 -1.45180 -2.32637 0.00 0.01 0.00
H 4.89776 2.23211 -4.52606 0.00 0.00 0.00
H 4.68316 2.69151 -2.81883 0.00 0.00 0.00
H 3.34543 2.89435 -3.97975 0.00 0.00 -0.01